Density functional theory data (the ωB97M-V functional and the def2-TZVPD basis) for C22H44O2 in the gas phase.

Geometry as XYZ:
```
68
C22H44O2 (the ωB97M-V functional and the def2-TZVPD basis)
C 4.01314 3.65332 -1.16857
C 3.11193 3.66809 0.06317
C 1.64869 3.88616 -0.31641
C 0.75645 4.03846 0.91350
C -0.70557 4.31958 0.56014
C -1.46791 3.07810 0.10141
C -2.88092 3.42692 -0.36400
C -3.72453 2.19400 -0.69599
C -4.27188 1.50515 0.55257
C -5.14829 0.29090 0.24041
C -4.40826 -0.89604 -0.37958
C -3.34254 -1.48705 0.54021
C -2.73337 -2.76688 -0.02803
C -1.64720 -3.31691 0.89326
C -1.04928 -4.64299 0.42264
C -0.35687 -4.59541 -0.94197
C 0.71791 -3.51696 -1.08450
C 1.84061 -3.62814 -0.05569
C 2.94208 -2.60431 -0.32041
C 3.98760 -2.58652 0.79226
C 5.12339 -1.61050 0.48391
C 4.63097 -0.18572 0.42928
O 3.84330 0.31754 1.18540
O 5.18996 0.49279 -0.57799
H 3.92055 4.59172 -1.71237
H 3.73062 2.85038 -1.84861
H 5.05987 3.53794 -0.88895
H 3.43294 4.47218 0.72957
H 3.20221 2.72905 0.61444
H 1.56790 4.78846 -0.92866
H 1.30768 3.04402 -0.92143
H 1.13899 4.86650 1.51564
H 0.81846 3.13364 1.52169
H -0.74426 5.07949 -0.22457
H -1.21154 4.73028 1.43739
H -0.93400 2.59721 -0.72031
H -1.51351 2.36750 0.92854
H -3.38529 4.00925 0.41104
H -2.80598 4.06016 -1.25164
H -3.11625 1.49542 -1.27254
H -4.56783 2.49466 -1.32291
H -4.87585 2.22753 1.10830
H -3.45020 1.20352 1.20186
H -5.62014 -0.04310 1.16825
H -5.94586 0.59994 -0.44039
H -5.14295 -1.67245 -0.60934
H -3.94901 -0.59642 -1.32318
H -3.78795 -1.70146 1.51499
H -2.54329 -0.75969 0.69286
H -3.51573 -3.51881 -0.15737
H -2.31274 -2.55281 -1.01211
H -2.07831 -3.47272 1.88602
H -0.85647 -2.57254 0.99933
H -1.84598 -5.38982 0.37126
H -0.33414 -4.98524 1.17364
H 0.09851 -5.57269 -1.12288
H -1.10710 -4.43993 -1.72009
H 1.14890 -3.59616 -2.08637
H 0.26030 -2.52934 -1.00731
H 2.26372 -4.63516 -0.08347
H 1.44032 -3.46217 0.94532
H 3.42608 -2.82848 -1.27446
H 2.49456 -1.61100 -0.40031
H 4.40302 -3.58758 0.92299
H 3.51285 -2.28741 1.72827
H 5.87664 -1.66060 1.27427
H 5.60355 -1.84770 -0.46579
H 4.86731 1.41085 -0.59558
```

Calculated values
- Energy above the lowest of the compared OMol25 structures with the same formula, charge and spin: 0.014 eV
- Largest force on an atom: 0.70 eV/A
- Frontier orbital gap: 11.3 eV
- HOMO level: -0.383 hartree

Here are the natural (NBO) charges for atoms 1 to 6, given in e:
1 C -0.621
2 C -0.404
3 C -0.390
4 C -0.388
5 C -0.386
6 C -0.394